Run w
Computed, not measured: a cluster of 2 separate species, H4N2O2P in total, with wB97M-V/def2-TZVPD.

Each atom is followed by the atoms it is bonded to, with distances in Å.
Geometry (Å):
1 N -1.119 -0.306 0.945  H6 1.014, H7 1.084
2 N -0.023 -0.123 -1.097  P5 1.691, H8 1.029
3 O 1.611 -1.241 0.653  P5 1.475
4 O 1.485 1.403 0.566  P5 1.567
5 P 1.343 -0.005 -0.107  N2 1.691, O3 1.475, O4 1.567, H9 1.454
6 H -0.962 -1.303 0.851  N1 1.014
7 H -0.228 0.082 1.427  N1 1.084
8 H -0.054 0.879 -1.326  N2 1.029
9 H 2.148 0.059 -1.316  P5 1.454

Results
Net charge: -1
Molar mass: 95.02 g/mol
HOMO-LUMO gap (alpha / beta): 8.4 / 8.7 eV

***

Run x
Computed, not measured: the ion H4N2O2P with charge -1, with wB97M-V/def2-TZVPD.

Each atom is followed by the atoms it is bonded to, with distances in Å.
Geometry (Å):
1 N -0.537 -1.239 1.283  P2 2.172, H6 0.942, H7 1.063
2 P -0.629 0.387 -0.154  N1 2.172, N3 2.013, O4 1.483, O5 1.489
3 N 0.768 1.388 -1.201  P2 2.013, H8 0.971, H9 1.076
4 O -1.280 1.429 0.677  P2 1.483
5 O -1.321 -0.370 -1.234  P2 1.489
6 H -0.894 -1.886 0.700  N1 0.942
7 H -1.265 -0.549 1.636  N1 1.063
8 H 0.997 0.894 -2.005  N3 0.971
9 H 1.581 1.238 -0.511  N3 1.076

Results
Net charge: -1
Molar mass: 95.02 g/mol
SMILES string: NP(N)(=O)[O-]
HOMO-LUMO gap: 8.8 eV

***

What is the least stable structure shown above? It is run w.